Formula: C24H20F6KN2O6PSSb
Source: the Open Molecules 2025 dataset
Level of theory: the ωB97M-V functional and the def2-TZVPD basis

Computed properties:
- Lowest unoccupied orbital energy (spin up / spin down): 4.04 / 4.04 eV
- Charge: -2
- ΔE to the lowest compared entry with this formula, charge and spin: 5.0 kcal per mole
- Multiplicity: 2

Positions of all 62 atoms, in Å:
K 1.176 0.336 -1.463
C -2.880 -2.613 -2.934
C -3.655 -1.884 -3.827
C -3.301 -0.574 -4.104
C -2.178 -0.039 -3.464
N -1.439 -0.744 -2.615
C -1.775 -1.998 -2.359
C -1.718 1.343 -3.716
C -2.618 2.362 -4.024
C -2.132 3.641 -4.244
C -0.768 3.856 -4.157
C 0.046 2.777 -3.836
N -0.406 1.553 -3.618
H -3.102 -3.643 -2.693
H -4.514 -2.333 -4.311
H -3.860 0.017 -4.817
H -1.115 -2.526 -1.681
H -3.681 2.165 -4.045
H -2.812 4.457 -4.453
H -0.334 4.836 -4.287
H 1.115 2.909 -3.715
O 1.490 -4.329 -1.074
C 1.234 -3.178 -0.691
O 1.175 -2.116 -1.357
C 0.885 -3.058 0.827
P 0.218 -1.396 1.214
C -0.778 -1.704 2.728
C -0.602 -2.780 3.595
C -1.419 -2.936 4.703
C -2.417 -2.010 4.971
C -2.598 -0.930 4.121
C -1.791 -0.786 3.002
C 1.677 -0.590 1.987
C 3.012 -0.562 1.280
C 4.147 -0.211 2.195
C 3.953 0.403 3.388
C 2.651 0.602 3.875
C 1.557 0.057 3.189
H 1.777 -3.304 1.409
H 0.133 -3.813 1.071
H 0.188 -3.495 3.404
H -1.271 -3.780 5.366
H -3.051 -2.129 5.842
H -3.369 -0.197 4.322
H -1.934 0.054 2.332
H 3.211 -1.504 0.755
H 5.139 -0.346 1.788
H 4.805 0.747 3.962
H 2.485 1.126 4.807
H 0.590 0.129 3.670
O 5.206 1.387 -0.233
S 4.202 0.541 -0.847
O 4.627 -0.832 -1.028
O 2.957 0.463 0.256
O 3.522 1.136 -1.986
F -0.412 1.816 -0.281
Sb -0.233 3.652 0.243
F 0.947 3.791 -1.249
F -0.011 5.499 0.661
F 1.214 3.142 1.339
F -1.452 3.407 1.683
F -1.713 4.135 -0.874

Mulliken population analysis, charges in e, atoms 1 to 5: 1.504 -0.928 -0.316 -0.905 0.244